{
  "formula": "C2H4OS2",
  "method": "ωB97M-V/def2-TZVPD",
  "relative_energy_kcal_mol": 43.6,
  "s2": 2.0099,
  "orbital_gap_ev": [8.47, 6.86],
  "multiplicity": 3,
  "total_energy_ha": -950.035367,
  "homo_ev": [-8.296, -8.313],
  "symbols": ["C", "C", "O", "S", "S", "H", "H", "H", "H"],
  "coordinates": [[1.081, 0.183, -0.028], [0.513, -0.892, -0.583], [-1.363, -0.024, 1.267], [-2.237, 1.049, 1.966], [-1.034, -0.444, -1.412], [2.019, -0.154, 0.523], [0.704, 1.119, 0.116], [0.611, -1.962, -0.557], [-0.295, 1.125, -1.292]],
  "forces_ev_per_a": [[4.281, -5.913, 1.383], [-2.694, 2.383, -0.737], [-2.096, 2.313, 2.218], [1.706, -2.141, -1.368], [2.290, 3.269, -0.499], [-0.956, 1.224, -0.452], [-0.857, 2.267, 0.044], [1.020, 0.004, 0.297], [-2.694, -3.407, -0.885]]
}

{
  "formula": "C2H4OS3",
  "method": "ωB97M-V/def2-TZVPD",
  "relative_energy_kcal_mol": 57.9,
  "orbital_gap_ev": 8.65,
  "total_energy_ha": -1348.316150,
  "homo_ev": -8.292,
  "symbols": ["C", "C", "H", "H", "H", "H", "O", "S", "S", "S"],
  "coordinates": [[0.130, 1.257, -0.142], [0.120, -1.275, 0.064], [-0.220, 2.350, -0.347], [-0.261, 1.163, 0.926], [0.185, -0.814, 1.203], [-0.330, -2.474, 0.050], [-2.262, -0.046, -0.048], [-1.017, -0.063, -0.876], [1.831, 0.957, -0.356], [1.825, -1.054, -0.473]],
  "forces_ev_per_a": [[-3.346, 1.534, 1.556], [-0.862, -1.150, 2.529], [0.917, -1.945, -0.483], [0.808, -0.015, -1.037], [-0.978, -1.617, -2.722], [1.555, 3.749, -0.093], [0.781, 0.318, -0.682], [0.599, -0.501, 1.622], [0.882, 1.858, -0.032], [-0.355, -2.229, -0.658]]
}

{
  "formula": "C2H4OS3",
  "method": "ωB97M-V/def2-TZVPD",
  "relative_energy_kcal_mol": 44.2,
  "orbital_gap_ev": 8.02,
  "total_energy_ha": -1348.337946,
  "homo_ev": -9.124,
  "symbols": ["C", "C", "O", "S", "S", "S", "H", "H", "H", "H"],
  "coordinates": [[-0.863, 0.131, -0.219], [0.014, -0.229, -1.397], [0.685, -1.591, 1.079], [0.549, 1.181, 2.437], [-2.283, 0.903, -0.192], [-0.332, -0.594, 1.475], [-0.319, 0.499, -2.107], [0.001, -1.256, -1.730], [0.957, -0.101, -0.947], [1.592, 1.058, 1.601]],
  "forces_ev_per_a": [[-1.126, -0.593, 0.933], [-1.403, 0.471, 1.708], [0.051, 0.458, 0.475], [-0.151, -0.912, -0.810], [0.804, -0.247, -0.105], [-0.124, 0.235, -1.021], [0.521, 0.154, -0.966], [-0.514, -0.258, -0.014], [1.809, 0.465, -0.283], [0.133, 0.228, 0.083]]
}

{
  "formula": "C2H4OSe",
  "method": "ωB97M-V/def2-TZVPD",
  "smiles": "O=CC[SeH]",
  "relative_energy_kcal_mol": 0.0,
  "orbital_gap_ev": 9.68,
  "total_energy_ha": -2555.235086,
  "homo_ev": -8.892,
  "symbols": ["O", "C", "C", "Se", "H", "H", "H", "H"],
  "coordinates": [[-1.601, -0.844, 0.945], [-1.191, -0.565, -0.134], [0.231, 0.231, -0.319], [1.011, 0.491, 1.449], [-1.714, -0.767, -1.078], [0.871, -0.424, -0.915], [0.052, 1.165, -0.848], [2.341, 0.712, 0.900]],
  "forces_ev_per_a": [[-0.453, -0.319, 0.266], [2.564, 1.788, -0.297], [-1.871, -1.513, 0.244], [-0.209, -0.046, -0.044], [-0.182, -0.179, -0.084], [-0.029, 0.165, -0.022], [-0.023, 0.006, -0.013], [0.202, 0.098, -0.050]]
}

{
  "formula": "C2H4P2S2",
  "method": "ωB97M-V/def2-TZVPD",
  "smiles": "C=P#S#S#P=C",
  "relative_energy_kcal_mol": 38.5,
  "orbital_gap_ev": 8.49,
  "total_energy_ha": -1557.625702,
  "homo_ev": -8.954,
  "symbols": ["C", "P", "S", "S", "P", "C", "H", "H", "H", "H"],
  "coordinates": [[-1.258, -1.650, 0.794], [-0.584, -1.785, -0.750], [1.427, -1.292, -0.606], [1.840, -0.012, 0.971], [1.322, 1.973, 0.478], [0.298, 1.946, -0.839], [-0.532, -1.179, 1.403], [-2.301, -1.789, 1.116], [-0.153, 1.031, -1.256], [-0.059, 2.757, -1.310]],
  "forces_ev_per_a": [[0.336, 0.122, -2.034], [-1.807, -0.665, 1.005], [0.637, 0.561, -0.009], [-0.191, -0.390, 0.040], [-0.591, 0.379, -1.040], [1.061, -3.731, 1.970], [0.188, 0.291, 1.486], [0.718, 0.024, -0.410], [0.579, 0.199, 0.223], [-0.929, 3.210, -1.232]]
}

{
  "formula": "C2H4P2S2",
  "method": "ωB97M-V/def2-TZVPD",
  "smiles": "PCP=C1SS1",
  "relative_energy_kcal_mol": 69.6,
  "orbital_gap_ev": 8.54,
  "total_energy_ha": -1557.576048,
  "homo_ev": -8.795,
  "symbols": ["P", "C", "P", "C", "S", "S", "H", "H", "H", "H"],
  "coordinates": [[-1.034, 0.814, 0.208], [0.776, 0.208, 0.491], [2.354, 1.228, -0.136], [3.723, 0.302, 0.106], [5.453, 0.556, -0.190], [4.486, -1.204, 0.273], [-0.766, 1.892, 1.244], [-0.576, 1.553, -0.926], [0.775, 0.280, 1.550], [0.868, -0.920, 0.220]],
  "forces_ev_per_a": [[2.378, 1.148, 0.580], [0.569, -1.950, -1.284], [-1.168, -0.150, 0.597], [-0.734, 0.495, -0.534], [-0.126, 0.593, -0.145], [-0.102, -1.230, 0.529], [-0.643, -0.846, -1.446], [-0.676, 0.291, 0.205], [0.599, -0.258, 1.119], [-0.098, 1.906, 0.380]]
}